No. 1
{"formula": "C18H18Cl3N3OPtS3", "method": "ωB97M-V/def2-TZVPD", "elements": ["Pt", "C", "C", "N", "C", "C", "S", "C", "C", "S", "C", "N", "C", "H", "H", "H", "H", "H", "H", "H", "H", "Cl", "C", "Cl", "Cl", "C", "N", "C", "C", "C", "C", "C", "C", "C", "S", "C", "O", "H", "H", "H", "H", "H", "H", "H", "H", "H", "H"], "coordinates": [[0.00312, 0.12539, -0.03564], [2.34209, -0.12772, 2.72285], [2.86408, -0.49486, 1.39065], [2.12421, -0.50403, 0.32027], [2.78173, -0.90405, -0.81097], [4.09326, -1.20711, -0.58223], [4.48771, -0.98457, 1.07107], [2.00844, -1.03209, -2.02729], [2.41611, -1.39483, -3.27807], [1.07232, -1.52569, -4.33439], [0.01237, -1.08944, -3.04853], [0.65361, -0.85328, -1.93746], [-1.46278, -1.05852, -3.15058], [1.28165, 0.12814, 2.63872], [2.88891, 0.71650, 3.13830], [2.45140, -0.95936, 3.41805], [4.82300, -1.55729, -1.28207], [3.41260, -1.59242, -3.61871], [-1.78913, -0.91649, -4.17575], [-1.86730, -0.26488, -2.52051], [-1.86624, -2.01002, -2.79780], [-0.14472, -4.32713, 2.05537], [-1.43708, -3.90173, 0.88472], [-0.95958, -4.47895, -0.75017], [-3.00968, -4.57615, 1.37302], [-1.44381, -2.47590, 0.78752], [-1.34822, -1.33288, 0.66225], [-4.07400, 3.05239, -4.32869], [-2.88527, 2.82861, -3.46738], [-2.99300, 2.80085, -2.07315], [-1.87962, 2.60417, -1.28003], [-0.62916, 2.47840, -1.88545], [-0.50057, 2.47719, -3.26752], [-1.62269, 2.65502, -4.05047], [0.79300, 2.22636, -0.83467], [1.01351, 3.84618, -0.02040], [1.95261, 1.96964, -1.66206], [-4.94553, 3.32583, -3.74214], [-4.31030, 2.15418, -4.89975], [-3.86593, 3.84048, -5.05090], [-3.95861, 2.94233, -1.61488], [-1.97427, 2.58803, -0.20061], [0.48435, 2.37015, -3.69610], [-1.53019, 2.67647, -5.12567], [1.26266, 4.56206, -0.79786], [1.83453, 3.76142, 0.68427], [0.09822, 4.11892, 0.48982]], "spin_multiplicity": 3, "gap_ev": [8.32, 6.00], "energy_ha": -3630.05335, "homo_energy_ev": [-14.45, -14.45], "e_above_lowest_kcal_mol": 15.0, "charge": 2}

No. 2
{"formula": "C18H18ClIN6O4", "method": "ωB97M-V/def2-TZVPD", "elements": ["C", "N", "C", "O", "C", "O", "C", "N", "C", "N", "C", "C", "N", "C", "C", "C", "C", "C", "C", "I", "C", "N", "C", "Cl", "N", "C", "C", "O", "C", "O", "H", "H", "H", "H", "H", "H", "H", "H", "H", "H", "H", "H", "H", "H", "H", "H", "H", "H"], "coordinates": [[3.85683, -3.79323, -1.69881], [4.41080, -3.53420, -0.39064], [4.59801, -2.28755, 0.08159], [4.38999, -1.28077, -0.55780], [5.16077, -2.26776, 1.51646], [5.33754, -0.94626, 1.99212], [4.19887, -0.55757, 2.70053], [3.20375, 0.03702, 1.83914], [3.15518, 1.35454, 1.45629], [2.27295, 1.61096, 0.54512], [1.70110, 0.39863, 0.25907], [0.72707, -0.01565, -0.66725], [0.14804, 0.83013, -1.52570], [-0.91585, 0.44035, -2.42451], [-2.26284, 0.58283, -1.75888], [-2.74807, -0.43611, -0.94815], [-3.96022, -0.29137, -0.29769], [-4.70302, 0.86827, -0.44650], [-4.21191, 1.87813, -1.25235], [-5.33323, 3.66046, -1.49443], [-3.00069, 1.74944, -1.90595], [0.40456, -1.31659, -0.69944], [1.01462, -2.13273, 0.13075], [0.53029, -3.76877, 0.02042], [1.93297, -1.88776, 1.03742], [2.27922, -0.59544, 1.06164], [3.66195, -1.82066, 3.39548], [4.14495, -1.83593, 4.71260], [4.25014, -2.98596, 2.54604], [4.94542, -3.91174, 3.32956], [2.89728, -4.30627, -1.61717], [4.54348, -4.40210, -2.28874], [3.71237, -2.83178, -2.18855], [4.58175, -4.32644, 0.20798], [6.15565, -2.72894, 1.49326], [4.51051, 0.19576, 3.43252], [3.79771, 2.08937, 1.89909], [0.36133, 1.80770, -1.40068], [-0.74361, -0.60510, -2.68820], [-0.85831, 1.06371, -3.31949], [-2.16630, -1.33733, -0.83174], [-4.33663, -1.08559, 0.32906], [-5.64979, 0.97985, 0.05882], [-2.63149, 2.54759, -2.53294], [2.56705, -1.83805, 3.38023], [3.86925, -2.66446, 5.12634], [3.44535, -3.53569, 2.05588], [5.58544, -3.42794, 3.87203]], "gap_ev": 8.83, "energy_ha": -2084.17141, "homo_energy_ev": -8.38, "e_above_lowest_kcal_mol": 0.0, "charge": 0}

No. 3
{"formula": "C18H18ClNO2S", "method": "ωB97M-V/def2-TZVPD", "elements": ["O", "C", "C", "C", "C", "C", "C", "S", "C", "C", "C", "C", "Cl", "C", "C", "C", "C", "N", "C", "C", "O", "C", "C", "H", "H", "H", "H", "H", "H", "H", "H", "H", "H", "H", "H", "H", "H", "H", "H", "H", "H"], "coordinates": [[3.08304, 1.73621, -1.79458], [2.58081, 1.44955, -0.86433], [0.99462, 1.54148, -0.67074], [0.41290, 2.51017, 0.32572], [-0.80696, 2.87940, 0.27606], [-1.81758, 2.17790, -0.41142], [-3.26102, 2.40863, -0.56625], [-3.70144, 1.34097, 1.08382], [-2.94957, -0.33284, 0.72878], [-1.65153, -0.67874, 1.32211], [-0.95677, -1.62967, 0.77131], [-1.47592, -2.51669, -0.36886], [-0.50911, -3.84406, -0.96706], [-2.60805, -2.12471, -0.84625], [-3.37566, -1.19245, -0.45230], [-1.31803, 1.30098, -1.61171], [-0.02714, 1.19587, -1.46870], [3.20405, 1.02523, 0.20180], [2.41873, 0.37906, 1.36795], [3.01565, -0.96744, 1.90230], [3.51117, -1.58483, 0.62008], [4.53547, -0.91832, -0.02623], [4.38723, 0.78539, 0.16731], [1.20300, 2.99350, 1.08134], [-1.42245, 3.55190, 1.20106], [-3.48923, 3.26252, -0.04657], [-3.81382, 1.71753, -1.19416], [-1.34681, 0.00625, 2.08921], [-0.04205, -1.99680, 1.56535], [-2.96108, -2.56291, -1.64796], [-4.31937, -0.86644, -0.90094], [-2.00352, 0.86568, -2.03979], [0.48459, 0.57232, -2.33773], [2.39999, 0.96826, 2.05876], [1.25513, 0.16320, 1.25651], [2.27983, -1.65888, 2.54185], [3.89185, -0.66293, 2.40397], [4.57225, -1.33137, -0.97575], [5.57617, -1.16186, 0.53353], [4.85390, 1.07756, 0.93019], [4.87972, 0.87383, -0.85814]], "gap_ev": 7.78, "energy_ha": -1759.80587, "homo_energy_ev": -8.05, "e_above_lowest_kcal_mol": 341.3, "charge": 0}

No. 4
{"formula": "C18H18F3N2O6S2", "method": "ωB97M-V/def2-TZVPD", "elements": ["C", "N", "S", "C", "F", "F", "F", "S", "C", "C", "C", "C", "C", "C", "O", "O", "H", "H", "H", "H", "H", "H", "H", "H", "C", "C", "O", "C", "C", "C", "C", "C", "C", "N", "O", "O", "C", "C", "O", "H", "H", "H", "H", "H", "H", "H", "H", "H", "H"], "coordinates": [[4.48335, 1.75539, -1.45516], [4.37298, 1.36212, -0.07123], [4.34103, -0.30988, 0.26925], [6.19061, -0.52222, 0.40971], [6.48037, -0.68855, 1.72036], [6.63656, -1.61519, -0.27405], [6.85547, 0.57766, -0.04850], [4.00777, 2.53409, 1.09997], [2.27358, 2.08019, 1.28425], [1.23175, 2.75058, 0.62573], [0.15150, 1.94981, 0.18527], [0.18952, 0.57346, 0.33173], [1.14257, -0.03380, 1.11827], [2.10903, 0.76490, 1.72409], [4.75615, 2.22595, 2.29387], [4.15454, 3.80203, 0.44816], [4.94963, 0.93401, -2.00025], [3.48811, 1.96358, -1.86431], [5.10335, 2.65320, -1.49176], [1.25886, 3.83061, 0.46863], [-0.70588, 2.43270, -0.30742], [-0.69534, -0.14614, -0.13419], [1.14953, -1.11593, 1.26284], [2.73504, 0.36507, 2.50678], [-2.82745, -1.90689, 4.46874], [-3.06676, -0.98217, 3.30331], [-2.30855, -1.54226, 2.19326], [-2.42021, -0.72555, 1.13062], [-1.58100, -1.10492, -0.05735], [-2.39148, -1.09303, -1.29040], [-3.30475, -0.03901, -1.57954], [-4.00974, 0.02676, -2.77367], [-3.79526, -0.97271, -3.73867], [-4.45688, -0.84156, -4.99459], [-4.28794, -1.69605, -5.89199], [-5.19459, 0.16227, -5.15720], [-2.91455, -2.05429, -3.48338], [-2.24891, -2.12383, -2.26524], [-3.07360, 0.31309, 1.20889], [-3.37717, -1.55478, 5.34701], [-3.19444, -2.91566, 4.23905], [-1.75529, -1.93328, 4.71267], [-4.13505, -0.94006, 3.03067], [-2.70223, 0.03800, 3.51200], [-1.04236, -2.03564, 0.12468], [-3.51211, 0.72338, -0.83217], [-4.69481, 0.84595, -3.00560], [-2.75585, -2.78914, -4.27387], [-1.60912, -2.98227, -2.02924]], "gap_ev": 5.92, "energy_ha": -2353.49370, "homo_energy_ev": -3.54, "e_above_lowest_kcal_mol": 0.0, "charge": -1}